Record 1
Formula: C5H7NO2
Source: OMol25
Level of theory: ωB97M-V/def2-TZVPD

Each line ends with the natural charge from an NBO analysis.
Positions of all 15 atoms, in Å:
1 C 1.748 -1.104 0.068  -0.672
2 C 0.734 0.105 0.167  -0.088
3 C 1.156 1.575 0.282  -0.072
4 C -0.503 0.297 -0.420  0.191
5 C -1.638 -0.501 -0.448  -0.126
6 H 1.046 -1.988 -0.245  0.236
7 H 2.299 -0.915 -1.016  0.232
8 H 2.665 -1.191 0.842  0.256
9 H 2.082 1.765 0.664  0.208
10 H -1.580 -1.497 -0.353  0.196
11 H -2.175 -0.278 -1.367  0.203
12 H -2.381 -0.258 1.631  0.468
13 N 0.083 2.315 0.004  -0.079
14 O -0.914 1.639 -0.413  -0.217
15 O -2.623 0.037 0.604  -0.737

Results
- SMILES: Cc1cnoc1CO
- 2S+1: 1
- E_HOMO: -9.48 eV

Record 2
Formula: C5H7NO2
Source: OMol25
Level of theory: ωB97M-V/def2-TZVPD

Each line ends with the natural charge from an NBO analysis.
Positions of all 15 atoms, in Å:
1 C -0.232 1.243 -0.512  0.063
2 C 0.986 0.536 -0.391  -0.054
3 C 1.040 -0.521 0.840  -0.538
4 C -0.368 -1.146 0.486  0.613
5 C -0.829 -0.183 -0.707  -0.228
6 H -0.919 3.240 0.455  0.473
7 H -0.392 1.904 -1.417  0.198
8 H 1.866 1.026 -0.562  0.214
9 H 2.021 -1.094 0.719  0.249
10 H 0.806 -0.453 1.961  0.269
11 H -1.872 -0.733 -0.778  0.263
12 H 0.491 -0.432 -2.588  0.398
13 N 0.475 -0.598 -1.427  -0.618
14 O -0.166 2.262 0.603  -0.734
15 O -0.946 -2.117 1.135  -0.567

Results
- 2S+1: 1
- E_HOMO: -9.24 eV

Record 3
Formula: C5H7NO2
Source: OMol25
Level of theory: ωB97M-V/def2-TZVPD

Each line ends with the natural charge from an NBO analysis.
Positions of all 15 atoms, in Å:
1 C 1.657 0.866 1.201  -0.438
2 C 2.300 0.023 0.290  -0.049
3 C 0.300 0.854 1.023  0.295
4 C 0.162 -0.745 -0.082  0.288
5 C -2.085 -1.210 -0.813  -0.233
6 N 1.483 -0.773 -0.397  -0.510
7 O -0.704 1.522 1.565  -0.655
8 O -0.740 -0.937 -1.097  -0.541
9 H 2.172 1.475 1.947  0.213
10 H 3.381 -0.174 0.422  0.205
11 H -2.562 -1.343 -1.763  0.189
12 H -2.612 -0.383 -0.408  0.179
13 H -2.226 -2.165 -0.109  0.171
14 H 1.870 -1.207 -1.165  0.412
15 H -0.262 2.051 2.264  0.473

Results
- 2S+1: 1
- E_HOMO (alpha / beta): -6.61 / -6.61 eV

Record 4
Formula: C5H7NO2
Source: OMol25
Level of theory: ωB97M-V/def2-TZVPD

Each line ends with the natural charge from an NBO analysis.
Positions of all 15 atoms, in Å:
1 C 2.777 0.016 0.272  0.870
2 C 0.338 0.419 -1.425  -0.454
3 C 0.894 1.253 -0.266  0.071
4 C 0.321 -0.136 -0.040  0.115
5 C -0.867 -0.763 0.656  -0.627
6 N 1.757 -0.928 0.108  -0.661
7 O 3.958 -0.196 0.497  -0.599
8 O 2.273 1.262 0.070  -0.481
9 H -0.552 0.767 -1.886  0.222
10 H 1.021 0.133 -2.118  0.228
11 H 0.356 2.302 -0.035  0.223
12 H -1.724 -0.645 -0.016  0.228
13 H -1.078 -0.348 1.634  0.228
14 H -0.654 -1.833 0.767  0.225
15 H 1.687 -1.783 0.690  0.411

Results
- SMILES: C[C@@]12C[C@@H]1OC(=O)N2
- 2S+1: 1
- E_HOMO: -9.90 eV

Record 5
Formula: C5H7NO2
Source: OMol25
Level of theory: ωB97M-V/def2-TZVPD

Each line ends with the natural charge from an NBO analysis.
Positions of all 15 atoms, in Å:
1 C -0.172 -0.706 -0.116  0.162
2 C -1.035 0.440 0.450  -0.418
3 C -0.009 1.429 -0.001  -0.436
4 C 0.556 0.352 -0.905  0.052
5 C 1.006 -1.000 0.803  -0.025
6 H -1.631 -2.041 -0.339  0.482
7 H -1.462 0.372 1.425  0.210
8 H -1.901 0.634 -0.225  0.206
9 H 0.685 1.673 0.797  0.225
10 H -0.520 2.348 -0.351  0.224
11 H 0.346 0.447 -2.001  0.225
12 H 0.779 -1.549 1.730  0.210
13 N 2.145 -0.742 0.366  -0.061
14 O -0.809 -1.734 -0.812  -0.688
15 O 2.023 0.076 -0.822  -0.367

Results
- SMILES: O[C@@]12C=NO[C@@H]1CC2
- 2S+1: 1
- E_HOMO: -9.76 eV

Record 6
Formula: C5H7NO2
Source: OMol25
Level of theory: ωB97M-V/def2-TZVPD

Each line ends with the natural charge from an NBO analysis.
Positions of all 15 atoms, in Å:
1 C 0.690 0.710 -0.883  -0.248
2 C -0.653 1.140 -1.087  0.568
3 C 1.864 1.045 -0.488  -0.427
4 C -0.791 -0.213 0.946  0.202
5 C -0.317 -1.592 0.693  -0.178
6 N -1.322 0.749 0.175  -0.539
7 O -1.235 1.714 -1.962  -0.571
8 O 0.008 -1.996 -0.599  -0.734
9 H 2.430 0.237 -0.195  0.200
10 H 2.243 2.069 -0.482  0.203
11 H -0.950 -0.078 2.137  0.203
12 H -1.038 -2.306 0.896  0.243
13 H 0.638 -1.776 1.186  0.211
14 H -1.966 1.328 0.673  0.416
15 H 0.400 -1.032 -1.010  0.453

Results
- 2S+1: 1
- E_HOMO (alpha / beta): -8.17 / -8.17 eV

Record 7
Formula: C5H7NO2
Source: OMol25
Level of theory: ωB97M-V/def2-TZVPD

Each line ends with the natural charge from an NBO analysis.
Positions of all 15 atoms, in Å:
1 C 1.405 -0.909 0.782  -0.647
2 C 0.468 -0.077 -0.185  0.176
3 C 1.246 0.956 -0.712  -0.416
4 C -1.653 -1.164 -0.478  0.550
5 C -1.506 1.262 0.386  0.572
6 H 1.117 -1.988 0.745  0.211
7 H 2.448 -0.775 0.440  0.222
8 H 1.344 -0.523 1.887  0.220
9 H 0.835 1.748 -1.436  0.191
10 H 2.314 1.132 -0.677  0.207
11 H -1.075 -1.866 -1.236  0.136
12 H -0.683 2.140 0.314  0.137
13 N -0.810 -0.002 -0.099  -0.582
14 O -2.801 -1.306 -0.102  -0.505
15 O -2.647 1.373 0.370  -0.471

Results
- SMILES: C=C(C)N(C=O)C=O
- 2S+1: 1
- E_HOMO: -9.35 eV

Record 8
Formula: C5H7NO3
Source: OMol25
Level of theory: ωB97M-V/def2-TZVPD

Each line ends with the natural charge from an NBO analysis.
Positions of all 16 atoms, in Å:
1 C 0.558 0.689 0.933  0.080
2 C 0.461 -0.001 -0.430  -0.341
3 C -0.626 0.595 -1.313  -0.619
4 C 0.238 -1.488 -0.068  0.796
5 O -0.722 -2.059 -0.808  -0.673
6 O 0.602 2.064 0.893  -0.686
7 C -0.757 0.136 1.664  0.189
8 O 1.045 -2.114 0.579  -0.589
9 N -1.694 0.314 2.296  -0.283
10 H -0.760 -3.007 -0.608  0.502
11 H 1.523 2.351 0.842  0.488
12 H 1.372 0.236 1.520  0.223
13 H 1.448 0.050 -0.906  0.233
14 H -0.449 1.661 -1.451  0.227
15 H -0.633 0.106 -2.283  0.226
16 H -1.606 0.466 -0.860  0.228

Results
- SMILES: C[C@H](C(=O)O)[C@@H](O)C#N
- 2S+1: 1
- E_HOMO: -10.83 eV

What did we get for relative energy (zero: lowest compared OMol25 entry of this formula, charge and spin)? Answer: 476.8; 634.5; 447.2; 149.0; 324.0; 504.3; 270.4; 192.0 kJ/mol, in the order shown.
What did we get for E? Answer: -399.783953; -399.723877; -399.795232; -399.908809; -399.842153; -399.773503; -399.862580; -475.175873 a.u., in the order shown.